Entry 1:
88
Properties=species:S:1:pos:R:3:forces:R:3 method="wB97M-V/def2-TZVPD" e_homo_ev="-4.8 / -5.1" spin_multiplicity=5 total_charge=-1 orbital_gap_ev="7.104 / 7.378" s2=6.017
Fe 11.21676 12.77804 11.46367 -0.21 -0.07 0.00
C 9.41425 11.72239 7.69029 1.66 1.90 -0.72
Si 8.12936 12.34810 8.86175 -1.33 -0.11 -1.07
C 6.59090 11.89165 7.74725 0.53 1.25 0.52
C 8.02090 11.22229 10.35768 -0.17 0.27 0.46
N 8.22362 14.00571 9.11259 0.68 -0.06 0.18
P 9.23649 14.89576 9.94222 -1.17 0.22 0.26
C 10.82578 14.39756 10.34932 -1.59 0.01 -0.10
P 12.41708 14.83523 10.52070 0.31 0.30 -1.65
N 13.02626 13.67407 11.45740 0.62 -0.06 0.91
Si 14.48002 12.79516 11.68756 0.97 0.68 -1.49
C 14.59511 11.78237 13.20590 -0.67 -0.76 -0.22
C 14.73949 11.49408 10.31688 -0.04 -0.77 1.90
C 15.97512 13.95371 11.45430 -1.49 0.99 -1.01
C 12.74278 16.56734 11.06308 -0.57 -0.90 1.05
C 12.24638 17.68589 10.38454 0.73 -1.83 -1.29
C 12.36583 18.89804 10.95096 -0.12 1.86 1.88
C 12.87641 19.05458 12.27535 -0.05 0.32 -1.24
C 13.28571 17.93108 12.97312 0.14 0.89 0.44
C 13.19092 16.68599 12.37581 -0.18 -1.56 -0.13
C 13.31622 14.79348 8.90208 -0.12 0.01 2.14
C 12.71856 14.12549 7.87887 0.31 -0.08 -1.74
C 13.29256 14.21595 6.60646 0.83 -1.39 0.52
C 14.62825 14.63262 6.50506 -1.09 1.63 -0.30
C 15.23721 15.31307 7.56716 0.68 -0.50 -0.01
C 14.58050 15.34554 8.77837 0.02 1.13 -0.06
C 9.19802 16.53762 9.09275 0.07 0.91 -1.11
C 9.57145 16.47072 7.73232 -0.36 -0.04 0.68
C 9.35410 17.52826 6.87065 1.14 -1.52 -0.88
C 8.88022 18.73352 7.32199 -0.56 0.46 0.30
C 8.54781 18.92050 8.65735 0.15 -0.57 1.47
C 8.71569 17.78599 9.54247 0.44 0.30 -1.76
C 8.28232 15.26176 11.49605 0.51 -0.70 -1.39
C 6.94040 14.97201 11.65140 -0.97 0.49 1.15
C 6.26207 15.28403 12.85007 1.83 0.29 0.56
C 7.02461 15.75313 13.94361 0.83 0.11 -0.45
C 8.41365 15.88254 13.77739 -0.60 0.06 -0.74
C 9.02980 15.69334 12.53600 0.42 0.50 1.63
H 9.02122 10.82104 7.31868 0.16 -1.82 -0.24
H 9.44581 12.34900 6.75924 -0.29 -0.03 0.80
H 10.47487 11.73865 8.02042 -0.65 -0.69 0.03
H 6.45863 10.80935 7.57195 -0.07 0.55 0.10
H 5.69786 12.40165 8.15551 0.12 -0.59 -0.19
H 6.83972 12.43371 6.81481 -0.29 -0.48 0.09
H 8.38108 10.24711 10.08208 0.57 -0.53 -0.16
H 8.69576 11.64988 11.11775 -0.38 -0.38 0.16
H 7.01476 11.00086 10.76529 0.41 0.69 -0.06
H 13.97461 10.88936 13.06701 -0.24 0.16 0.22
H 15.58280 11.39512 13.19640 1.27 -0.42 -0.17
H 14.48474 12.17457 14.18279 -0.56 0.64 0.92
H 13.78284 10.97065 10.30985 -0.09 -0.34 -0.19
H 14.85675 11.95773 9.35974 0.50 0.07 -0.67
H 15.53392 10.73072 10.63590 -0.88 1.18 -0.83
H 16.88039 13.60958 11.88969 0.93 -0.42 0.18
H 16.02934 14.03849 10.33667 0.45 -0.29 0.95
H 15.80418 14.99835 11.77371 0.00 -0.41 0.19
H 11.88291 17.56211 9.36149 -0.13 0.12 0.32
H 11.95230 19.75674 10.44274 0.17 0.20 -0.10
H 12.98856 20.07924 12.68168 -0.18 -0.86 -0.13
H 13.67658 18.09218 13.97508 -0.08 -0.37 -0.05
H 13.34538 15.68844 12.87478 0.29 1.40 -0.11
H 11.87849 13.46909 8.00507 -0.73 0.44 0.27
H 12.73567 13.74404 5.79213 0.51 0.22 -0.01
H 15.07554 14.71190 5.53785 0.35 -0.29 -0.52
H 16.23326 15.80155 7.49654 -0.78 -0.59 -0.22
H 15.02956 15.90863 9.59863 -0.24 -0.19 -0.11
H 10.00330 15.55790 7.34527 -0.11 -0.17 -0.02
H 9.63690 17.30877 5.81426 -0.38 0.74 0.79
H 8.74384 19.49050 6.58492 -0.15 0.76 -0.22
H 8.17897 19.93236 9.05252 0.59 -1.76 -0.62
H 8.54282 17.86576 10.57651 -0.57 0.35 1.18
H 6.42110 14.49382 10.85724 -0.38 -0.14 -0.70
H 5.22054 15.14769 13.02110 -0.71 -0.26 -0.36
H 6.64170 16.05978 14.93553 -0.21 -0.51 -0.81
H 9.00529 16.14544 14.60885 0.61 0.43 0.93
H 10.10295 15.81568 12.33379 -0.37 0.08 0.61
Cl 9.53050 6.80733 15.23927 -0.24 -0.13 0.76
C 9.99378 8.04428 14.16582 0.50 -0.59 -0.78
C 10.04398 9.37060 14.47732 -0.44 1.43 0.69
Cl 9.62552 9.96412 16.06258 -0.05 -0.41 -0.16
C 10.38986 10.33734 13.52797 0.39 -0.43 0.03
Cl 10.27632 12.05858 13.77736 -0.04 -0.27 0.37
C 10.90596 9.96411 12.29145 -0.53 -1.36 -1.50
O 11.30522 10.80279 11.41342 0.30 -0.06 -0.09
C 10.80552 8.53170 11.91927 0.74 2.55 0.53
Cl 11.26610 8.14707 10.28732 -0.24 0.02 0.74
C 10.38702 7.65214 12.86989 -0.43 -0.49 -0.95
Cl 10.15736 6.03650 12.30228 0.00 -0.43 0.42



Entry 2:
90
Properties=species:S:1:pos:R:3:forces:R:3 method="wB97M-V/def2-TZVPD" e_homo_ev="-8.7 / -8.7" spin_multiplicity=2 total_charge=+1 orbital_gap_ev="5.328 / 5.356" s2=0.780 e_above_lowest_kcal_mol=0.00
Cr 0.00607 -0.34312 0.26896 -0.47 1.79 -1.02
O -4.38843 -2.02411 5.33017 0.01 -0.22 -0.05
C -4.03450 -0.67760 5.14622 -0.10 0.36 0.22
C -3.07953 -0.54704 3.99717 0.18 0.22 -0.18
C -2.59897 0.69945 3.58693 -0.22 -0.63 0.18
C -1.75941 0.76938 2.49946 0.09 0.42 -0.12
N -1.37442 -0.28494 1.76507 -0.64 -0.75 0.96
C -1.83003 -1.50013 2.16747 -0.30 0.73 0.63
C -2.65705 -1.65113 3.28042 0.16 -0.02 -0.21
C -1.48154 -2.62190 1.30495 0.17 -0.82 -0.52
C -2.03344 -3.89474 1.44243 0.15 0.33 0.03
C -1.83581 -4.85118 0.46090 0.28 0.22 -0.17
C -2.50447 -6.19641 0.59677 -0.11 -0.11 -0.26
O -2.48897 -6.67527 1.91744 0.00 -0.03 0.30
C -1.03720 -4.50120 -0.62914 -0.28 -0.05 0.42
C -0.46683 -3.24525 -0.66357 0.21 0.07 -0.24
N -0.66708 -2.31817 0.27280 -0.58 -0.42 0.44
H -5.05182 -2.08513 6.02457 0.04 -0.01 -0.03
H -3.56408 -0.26701 6.05297 -0.04 0.01 -0.16
H -4.92098 -0.06393 4.92526 0.15 -0.02 0.02
H -2.88595 1.60053 4.10610 0.01 0.15 0.00
H -1.38150 1.72631 2.17077 0.00 -0.04 -0.08
H -2.99401 -2.62400 3.59353 -0.06 -0.10 -0.04
H -2.62922 -4.15411 2.30068 -0.15 0.02 0.07
H -2.06341 -6.91654 -0.10312 -0.07 0.11 0.02
H -3.56634 -6.08601 0.34674 0.18 -0.02 -0.11
H -1.60544 -6.98181 2.14454 0.01 -0.02 -0.02
H -0.85855 -5.20066 -1.42873 0.06 -0.07 -0.14
H 0.17159 -2.95244 -1.48639 -0.01 0.04 0.01
S 0.52387 1.12453 -2.85785 0.20 0.34 -0.59
C -1.04059 0.61504 -2.45445 1.33 0.22 -0.34
C -2.08365 0.99642 -3.32780 -0.89 -0.08 0.06
C -3.38663 0.73762 -3.00950 0.47 0.16 -0.10
C -3.64035 0.01214 -1.84139 0.03 -0.29 0.46
C -2.58156 -0.38553 -1.06677 -0.92 -0.08 0.03
N -1.29562 -0.07841 -1.31241 -0.24 -0.07 0.13
H -1.81452 1.53607 -4.21944 0.08 0.07 -0.04
H -4.19676 1.09875 -3.62325 -0.08 -0.03 -0.14
H -4.64563 -0.22220 -1.53555 -0.12 -0.12 0.05
H -2.77936 -0.96160 -0.17174 -0.04 0.05 -0.05
N 1.42758 -0.75896 -0.90152 1.25 -1.14 -0.63
C 2.30018 -1.11933 -1.57702 -0.73 0.19 0.74
N 3.28380 -1.55675 -2.28879 0.00 0.05 -0.06
C 4.61342 -0.97105 -2.20817 0.74 -0.08 0.07
C 5.64119 -2.10973 -2.25910 0.00 0.28 0.17
O 5.44779 -2.92108 -3.39015 0.10 0.02 -0.12
C 4.17577 -3.51763 -3.38573 -0.33 0.02 -0.05
C 3.07773 -2.44851 -3.41920 0.14 -0.49 -0.51
H 4.70919 -0.41144 -1.27699 -0.04 0.02 -0.06
H 4.76531 -0.29754 -3.05966 -0.05 -0.03 0.11
H 5.56697 -2.72172 -1.34477 0.00 0.11 -0.07
H 6.65248 -1.71036 -2.34388 -0.09 0.05 0.12
H 4.05821 -4.14770 -2.48832 -0.03 0.06 -0.11
H 4.13082 -4.14492 -4.27638 -0.12 0.02 0.08
H 2.08969 -2.90638 -3.35878 0.04 0.10 0.00
H 3.15378 -1.87288 -4.34910 -0.08 -0.06 0.09
N 4.33019 -1.82012 2.81722 1.20 -0.21 -0.02
N 3.10618 -1.26855 2.69485 -1.74 0.35 -0.67
N 2.52930 -0.59254 3.64811 0.24 0.22 0.72
C 1.41311 -0.18091 3.07497 0.05 -0.22 -0.06
N 1.32900 -0.61067 1.81044 0.62 -0.21 0.77
N 2.42104 -1.30758 1.58559 1.00 -0.56 -0.09
H 4.56600 -2.01252 3.78365 -0.26 0.04 -0.09
H 4.46153 -2.60377 2.19059 -0.23 0.05 0.09
H 0.68394 0.41597 3.57803 -0.16 0.14 0.07
C -1.47166 6.67218 -0.62769 -0.03 0.08 0.01
C -0.19060 6.19931 -0.38858 0.00 0.11 0.03
C 0.03630 4.85004 -0.18850 -0.06 -0.10 -0.05
C -1.03122 3.95005 -0.22548 -0.10 0.42 0.01
C -2.31658 4.44437 -0.47849 0.21 -0.17 0.09
C -2.53730 5.78902 -0.67172 -0.09 0.20 0.01
C -0.91865 2.51054 -0.05992 0.19 -0.65 0.20
C 0.11745 1.73191 0.28551 -1.12 -0.31 -0.18
C 1.38266 2.18812 0.82749 0.68 0.30 0.28
C 2.58616 2.00800 0.13700 -0.22 0.00 0.01
C 3.79311 2.29566 0.74143 0.14 0.02 0.09
C 3.83123 2.77941 2.04033 0.12 0.02 0.04
C 2.64529 3.01790 2.71723 0.19 0.12 0.07
C 1.43429 2.73222 2.12113 0.01 -0.05 -0.33
H -1.64245 7.72619 -0.78246 0.02 0.12 -0.01
H 0.63154 6.89875 -0.35299 0.11 0.01 -0.03
H 1.04068 4.49010 -0.02571 0.04 0.03 0.00
H -3.14341 3.74822 -0.52569 -0.07 -0.07 -0.02
H -3.53975 6.15046 -0.84800 -0.06 0.05 -0.06
H -1.86327 2.01967 -0.28655 0.06 -0.07 -0.10
H 2.54892 1.66693 -0.88780 -0.09 -0.09 -0.05
H 4.71330 2.14303 0.19528 0.11 0.04 -0.04
H 4.77667 2.99682 2.51319 0.10 0.03 0.04
H 2.67684 3.44255 3.70998 -0.04 0.02 0.10
H 0.51677 2.95534 2.64918 -0.13 -0.04 0.01